[1]
DFT (wB97M-V/def2-TZVPD) results for a molecular structure, C3H10NS in a non-equilibrium geometry.

Values from the calculation:
F_max: 0.0757 Eh/bohr
LUMO level: -4.94 eV
2S+1: 1
orbital gap: 9.62 eV
energy: -15589.5707 eV
charge: +1
energy above the lowest of the compared OMol25 structures with the same formula, charge and spin: 2.531 eV

Positions of all 15 atoms, in Å:
S  1.9927  0.1229  0.2051
N  -1.1087  -0.0065  1.1701
C  -1.7664  1.0215  -0.8223
C  -1.3031  -0.1966  -0.1475
C  -0.5994  -1.2588  -0.7802
H  -0.6907  -0.7571  1.7024
H  -2.7910  1.2804  -0.5209
H  2.3384  1.1759  0.9858
H  -1.5459  0.9884  -1.8924
H  -0.8510  0.8922  1.5473
H  -0.3644  -1.2436  -1.8359
H  -0.7082  -2.2623  -0.3617
H  0.6506  -0.9703  -0.1272
H  3.2223  -0.2775  -0.1409
H  -1.3341  1.9725  -0.4460



[2]
DFT (wB97M-V/def2-TZVPD) results for 3 unconnected molecules or ions with the total composition C3H10NS2 in a non-equilibrium geometry.

Values from the calculation:
F_max: 0.0239 Eh/bohr
LUMO level: -9.58 eV
2S+1: 1
orbital gap: 3.91 eV
energy: -26420.8989 eV
charge: +1
energy above the lowest of the compared OMol25 structures with the same formula, charge and spin: 6.651 eV

Positions of all 16 atoms, in Å:
S  1.6718  -1.5364  0.4341
S  -1.8078  0.2481  -0.6838
N  -0.9096  0.5583  2.9084
C  -0.2910  0.5475  -2.9312
C  0.2236  0.0226  2.9812
C  -0.2391  0.0706  -1.4962
H  -1.3355  0.6351  3.8371
H  -1.0736  0.0736  -3.5249
H  0.1033  -0.9822  -1.3977
H  0.4759  0.6919  -0.9432
H  0.5898  -0.5141  3.8570
H  -1.4497  -0.0040  0.5842
H  0.6626  0.3471  -3.4166
H  2.9585  -1.8289  0.6768
H  -0.4771  1.6202  -2.9867
H  0.8978  0.0507  2.1014



[3]
DFT (wB97M-V/def2-TZVPD) results for 2 unconnected molecules or ions with the total composition C3H10O in a non-equilibrium geometry.

Values from the calculation:
F_max: 0.0368 Eh/bohr
LUMO level: 0.96 eV
SMILES string: CC.CO
2S+1: 1
orbital gap: 11.27 eV
energy: -5319.8297 eV
charge: 0
energy above the lowest of the compared OMol25 structures with the same formula, charge and spin: 0.783 eV

Positions of all 14 atoms, in Å:
O  -0.9278  -0.4677  -1.5042
C  1.6629  -0.4175  1.8877
C  -1.0320  0.7670  -2.1638
C  0.1830  -0.0414  1.7272
H  2.2897  0.3080  1.3643
H  1.8127  -1.3928  1.4245
H  -0.4119  -0.8694  2.0927
H  -2.0628  1.1051  -2.0959
H  -0.5714  -0.3691  -0.6171
H  -0.7701  0.7191  -3.2194
H  1.9659  -0.4108  2.9298
H  -0.1032  0.3205  0.7533
H  -0.0474  0.7394  2.4566
H  -0.4331  1.5989  -1.7724



[4]
DFT (wB97M-V/def2-TZVPD) results for 2 unconnected molecules or ions with the total composition C3H10O in a non-equilibrium geometry.

Values from the calculation:
F_max: 0.0490 Eh/bohr
LUMO level: 0.96 eV
SMILES string: CC.CO
2S+1: 1
orbital gap: 11.31 eV
energy: -5319.7638 eV
charge: 0
energy above the lowest of the compared OMol25 structures with the same formula, charge and spin: 0.849 eV

Positions of all 14 atoms, in Å:
O  -1.5859  -1.8596  -0.9341
C  1.2734  2.3455  0.7886
C  1.7214  2.3595  2.2242
C  -1.3763  -2.7272  -2.0492
H  1.2976  1.5060  2.7439
H  1.6313  1.4168  0.3492
H  0.1923  2.4437  0.7150
H  -2.1603  -2.1882  -0.2478
H  1.3908  3.2262  2.8007
H  -0.4422  -2.4051  -2.4953
H  1.6900  3.1642  0.2010
H  -1.1111  -3.7307  -1.6960
H  2.8100  2.3079  2.2229
H  -2.3134  -2.8415  -2.5602



[5]
DFT (wB97M-V/def2-TZVPD) results for 2 unconnected molecules or ions with the total composition C3H10O in a non-equilibrium geometry.

Values from the calculation:
F_max: 0.0578 Eh/bohr
LUMO level: 0.89 eV
SMILES string: CC.CO
2S+1: 1
orbital gap: 11.06 eV
energy: -5319.3072 eV
charge: 0
energy above the lowest of the compared OMol25 structures with the same formula, charge and spin: 1.306 eV

Positions of all 14 atoms, in Å:
O  1.0137  -1.2216  2.9826
C  1.1389  -1.3837  1.6180
C  -1.1838  0.4469  -1.2905
C  -0.4064  1.7063  -1.5883
H  -0.8796  2.6187  -1.2029
H  2.0913  -1.7686  1.3503
H  1.2545  -0.4131  1.0169
H  0.5907  1.6261  -1.0837
H  0.1824  -1.6963  3.2455
H  -1.9571  0.3832  -2.0710
H  -1.6599  0.4621  -0.3293
H  -0.6097  -0.4608  -1.4092
H  0.0699  1.8622  -2.5617
H  0.3551  -2.1614  1.3233



[6]
DFT (wB97M-V/def2-TZVPD) results for 2 unconnected molecules or ions with the total composition C3H10O in a non-equilibrium geometry.

Values from the calculation:
expectation value of S²: 0.753
F_max: 0.0609 Eh/bohr
LUMO level (alpha / beta): -3.42 / -10.73 eV
2S+1: 2
orbital gap (alpha / beta): 13.64 / 5.58 eV
energy: -5309.5351 eV
charge: +1
energy above the lowest of the compared OMol25 structures with the same formula, charge and spin: 0.257 eV

Positions of all 14 atoms, in Å:
O  -1.3782  2.1387  0.9790
C  -0.0005  -1.8135  -0.4217
C  1.2891  0.3687  0.1430
C  0.0431  -0.3234  -0.2971
H  1.0203  1.1916  0.8311
H  -1.2569  2.2007  0.0297
H  -0.7573  -0.0731  0.4998
H  -0.2940  0.2354  -1.2033
H  -1.0365  -2.0840  -0.6312
H  2.1117  -0.2526  0.4728
H  0.3534  -2.2664  0.5114
H  -2.3451  1.9631  1.0457
H  1.6411  0.9788  -0.7400
H  0.6098  -2.2639  -1.2190



Question: The highest F_max belongs to which entry?
Answer: C3H10NS